Record 1
The following is a DFT calculation (ωB97M-V with the def2-TZVPD basis set) of the molecule C2H5NS3 in a non-equilibrium geometry.

XYZ file:
```
11
Properties=species:S:1:pos:R:3:forces:R:3
C -1.57363 1.16749 1.64746 3.6867 -1.4939 1.6448
S -1.37734 0.88366 -0.24445 1.6762 -0.3564 2.2824
C 0.36825 0.25883 -0.42414 -0.4035 1.7314 -4.0751
S 0.99489 0.44732 -1.99329 -0.9710 0.3265 1.1092
N 1.19583 -0.36983 0.39507 -3.5589 -1.5326 3.7990
S 0.46997 -1.76233 1.19681 -0.4876 -0.0769 -1.3432
H -2.25869 1.92581 2.00950 -1.0737 -0.4848 -0.7608
H -0.59970 1.74955 2.07848 -1.6814 -1.7758 -1.3770
H -1.59014 0.08603 2.22508 -0.3310 3.0121 -1.5010
H 2.12766 -0.49704 0.18142 1.9990 -0.1892 -1.2141
H -0.21788 -2.33189 0.05490 1.1451 0.8398 1.4358
```
Positions in Å, forces in eV/Å.

The total charge is 0. The value obtained for the lowest unoccupied orbital energy is -0.2 eV. The HOMO-LUMO gap is 8.27 eV. For the energy above the lowest of the compared OMol25 structures with the same formula, charge and spin, the calculation gives 1.7809 eV. For the HOMO energy, the calculation gives -0.311 hartree.



Record 2
The following is a DFT calculation (ωB97M-V with the def2-TZVPD basis set) of the molecule C7H12FN2O6P3.

XYZ file:
```
31
Properties=species:S:1:pos:R:3:forces:R:3
C 3.73172 -0.35304 1.12694 -0.0091 -0.0537 0.0240
C 2.23990 -0.52599 0.86502 0.0334 -0.0348 0.0432
C 1.59473 0.74169 0.31789 0.2379 0.0217 -0.2394
F 2.51292 1.53945 -0.36319 -0.2279 -0.1186 0.1530
C 0.44131 0.47598 -0.68334 -0.2340 0.1230 0.0740
C -0.15674 1.77245 -1.02996 0.2086 -0.0288 -0.0881
N -0.64812 2.76817 -1.31696 -0.0924 0.1001 0.0301
C -0.70482 -0.40216 -0.05373 0.1404 0.0107 -0.2985
C -1.80160 -0.41778 -1.01706 0.0079 0.0443 0.1216
N -2.61177 -0.36702 -1.82919 -0.0605 0.0109 -0.1240
P -1.14926 0.22227 1.66261 0.3280 0.0674 0.2824
P -3.15840 -0.53094 2.12217 0.0036 -0.0393 0.0542
O -3.03665 -1.65844 3.03410 0.0317 -0.0118 -0.0311
O -3.83903 0.76998 2.76369 -0.1433 -0.0823 -0.1794
O -3.97856 -0.89939 0.80827 -0.2512 0.1849 0.1295
P 1.11586 -0.32384 -2.26873 0.0200 -0.0570 0.0659
O 2.53586 -0.61642 -2.19357 -0.0160 0.0150 0.0172
O 0.70434 0.66634 -3.43536 -0.0843 -0.1884 -0.0636
O 0.22684 -1.63960 -2.43961 0.0036 0.1222 -0.1409
H 3.92644 0.52476 1.74293 0.0262 0.0214 -0.0093
H 4.11156 -1.22617 1.65489 0.0076 -0.0195 0.0166
H 4.27775 -0.25632 0.19186 -0.0168 0.0727 -0.0162
H 1.73707 -0.77945 1.80106 -0.0921 0.0043 -0.0256
H 2.09201 -1.35841 0.17587 0.0523 -0.0042 -0.0214
H 1.21237 1.36583 1.13148 0.0543 -0.0367 -0.0069
H -0.32500 -1.42099 0.02336 -0.0540 -0.0452 0.1948
H -1.47494 1.54050 1.27935 -0.2372 -0.0408 -0.1509
H -4.39063 1.29583 2.17023 0.0721 0.0303 0.1486
H -4.35166 -0.17883 0.28258 0.1865 -0.1394 -0.1213
H -0.24140 0.81471 -3.57780 0.0634 0.1435 0.0672
H -0.59210 -1.54315 -2.94583 0.0413 -0.0719 0.0944
```
Positions in Å, forces in eV/Å.

The total charge is 0. The value obtained for the lowest unoccupied orbital energy is -0.2 eV. The HOMO-LUMO gap is 10.37 eV. For the HOMO energy, the calculation gives -0.388 hartree.



Record 3
The following is a DFT calculation (ωB97M-V with the def2-TZVPD basis set) of a structure of composition C40H38Cl2N6O6STi.

XYZ file:
```
94
Properties=species:S:1:pos:R:3:forces:R:3
Ti 0.70330 -0.22479 -0.63775 0.1367 0.0821 0.0298
Cl 4.14400 -1.98748 -6.42916 0.0028 -0.0013 -0.0068
C 2.86412 -1.61109 -5.29856 -0.0146 0.0008 -0.0167
C 3.21211 -1.27501 -3.99581 -0.0129 -0.0569 0.0313
C 2.21222 -0.99058 -3.07152 0.0130 0.0305 0.0360
N 2.37335 -0.62334 -1.75442 -0.0601 0.1224 -0.0196
C 3.56718 -0.01017 -1.35898 -0.0706 -0.0132 0.0388
O 4.69508 -0.48583 -1.57252 0.0109 0.0195 0.0130
C 3.30983 1.26698 -0.75610 -0.0380 -0.0127 -0.0174
C 4.35152 2.11906 -0.34660 -0.0005 -0.0075 -0.0014
C 4.09513 3.42629 -0.04805 0.0091 0.0242 0.0102
C 2.75445 3.88954 -0.19066 -0.0162 -0.0285 0.0009
C 1.77329 2.98384 -0.51377 0.0123 0.0014 0.0339
N 1.97527 1.67269 -0.73471 0.0413 -0.0585 0.0580
C 0.85259 -1.00104 -3.46034 0.0354 -0.0205 -0.0015
C 0.52922 -1.34838 -4.76959 -0.0279 0.0104 0.0141
C 1.53303 -1.65468 -5.67877 0.0113 0.0010 0.0050
Cl 1.07495 -2.07938 -7.31151 -0.0015 0.0004 0.0040
N -0.03229 -0.62382 -2.46860 -0.1105 -0.0492 -0.0451
C -1.42146 -0.69145 -2.86677 0.0204 0.0146 0.0209
O -2.02545 0.37931 -3.12432 0.0025 0.0029 -0.0014
C -2.04191 -1.96695 -2.99108 -0.0047 0.0036 -0.0168
C -3.41161 -2.03211 -3.39523 -0.0023 -0.0100 -0.0152
C -4.02639 -3.24256 -3.53669 0.0041 0.0075 0.0010
C -3.30017 -4.42633 -3.27275 -0.0152 -0.0061 -0.0004
C -1.97137 -4.27323 -2.88569 0.0031 0.0010 -0.0049
N -1.33916 -3.12350 -2.74115 0.0234 -0.0138 0.0029
H 4.24759 -1.24800 -3.69029 -0.0009 -0.0049 -0.0071
H 5.34990 1.70147 -0.32095 -0.0008 -0.0042 -0.0023
H 4.88919 4.09940 0.25354 -0.0004 -0.0042 -0.0004
H 2.48938 4.92902 -0.04612 -0.0004 0.0009 -0.0008
H 0.75545 3.34020 -0.60173 -0.0059 0.0122 0.0019
H -0.50345 -1.36376 -5.08894 0.0013 -0.0115 -0.0055
H -3.93033 -1.10132 -3.57752 0.0025 0.0040 0.0022
H -5.06838 -3.29207 -3.83702 -0.0003 -0.0002 -0.0023
H -3.74120 -5.41000 -3.36782 0.0021 -0.0013 0.0021
H -1.37600 -5.16446 -2.67793 0.0028 0.0043 0.0029
C 0.06772 5.03290 5.61144 -0.0232 0.0081 0.0332
C -0.00195 3.57714 5.16452 -0.0212 0.0219 0.0052
N 0.06330 3.39677 3.72000 0.0500 -0.0098 0.0077
C 1.35890 3.01828 3.14693 -0.0006 0.0056 0.0216
C 2.49907 3.94055 3.55187 0.0053 -0.0085 -0.0226
C -1.10260 3.57037 3.03974 -0.0707 -0.0342 0.0206
O -2.09112 4.05257 3.58926 0.0390 0.0068 -0.0069
C -1.19760 3.12712 1.61375 -0.0053 0.0408 -0.0190
C -1.97049 3.85806 0.71640 0.0230 -0.0096 -0.0013
C -2.08686 3.40337 -0.58176 -0.0114 -0.0039 0.0028
C -1.42320 2.24120 -0.96606 0.0128 0.0206 -0.0226
N -0.69027 1.54340 -0.09922 0.0183 -0.0703 -0.1137
C -0.61563 1.95734 1.16456 0.0375 -0.0109 0.0041
H -0.02141 5.09390 6.69901 0.0076 0.0041 -0.0012
H -0.75818 5.58667 5.16740 0.0100 0.0001 0.0011
H 1.00611 5.50282 5.31842 0.0134 -0.0153 -0.0149
H -0.94313 3.14974 5.51165 0.0021 -0.0184 -0.0048
H 0.81264 2.99499 5.60049 0.0034 0.0111 -0.0005
H 1.29201 3.04495 2.06586 -0.0172 -0.0264 -0.0448
H 1.60184 1.98818 3.42909 -0.0172 0.0085 -0.0061
H 2.29850 4.96980 3.24822 -0.0168 -0.0033 -0.0043
H 3.39777 3.60478 3.03275 0.0112 0.0165 0.0149
H 2.69520 3.92396 4.62553 0.0023 -0.0021 0.0008
H -2.46826 4.75719 1.05682 -0.0044 0.0041 -0.0064
H -2.68039 3.93569 -1.31248 -0.0023 -0.0041 -0.0003
H -1.49157 1.83148 -1.97313 0.0071 -0.0010 0.0173
H -0.03514 1.31922 1.81159 -0.0065 0.0047 0.0248
C 0.36634 -1.15422 3.07876 -0.0063 0.0047 -0.0068
C 1.60554 -0.90081 2.24511 0.0516 -0.0239 -0.0446
O 2.68036 -1.40110 2.54434 -0.0137 -0.0002 0.0191
O 1.42927 -0.10584 1.22949 -0.0703 0.0369 -0.0126
H 0.60083 -1.80855 3.91549 -0.0003 0.0012 0.0022
H -0.39752 -1.59498 2.43582 -0.0044 0.0000 -0.0019
H -0.03768 -0.20874 3.45193 0.0010 -0.0013 0.0136
C -1.21260 -0.99110 0.00508 -0.0156 0.0813 0.0467
C -2.28598 -1.39130 0.41568 0.0254 -0.0383 0.0262
C -3.52533 -1.96626 0.83611 -0.0106 0.0150 0.0015
C -4.19144 -1.51240 1.98018 -0.0051 -0.0041 0.0027
C -5.39149 -2.08324 2.37654 0.0035 -0.0013 0.0011
C -5.95452 -3.11588 1.63778 0.0058 0.0047 0.0036
C -5.30158 -3.57215 0.49808 -0.0083 -0.0030 -0.0018
C -4.10068 -3.00953 0.09963 0.0082 0.0028 -0.0116
H -3.75379 -0.70159 2.54939 -0.0013 0.0008 0.0019
H -5.89169 -1.71579 3.26548 -0.0001 -0.0002 0.0001
H -6.89428 -3.55923 1.94609 -0.0008 0.0000 -0.0011
H -5.73198 -4.37350 -0.09157 0.0049 -0.0002 -0.0033
H -3.59541 -3.35952 -0.79130 -0.0043 -0.0072 0.0076
C 1.70357 -3.96237 -1.99204 -0.0140 0.0349 -0.0265
S 1.77544 -3.57176 -0.24722 0.0079 0.0025 0.0256
C 3.51456 -3.17281 -0.08754 -0.0224 -0.0040 0.0222
O 0.98141 -2.31372 -0.01638 0.0797 -0.0483 -0.0873
H 1.87738 -5.03415 -2.10016 -0.0053 -0.0037 0.0228
H 2.43592 -3.39023 -2.55607 -0.0070 0.0000 -0.0075
H 0.68590 -3.69300 -2.31033 0.0060 -0.0104 0.0020
H 4.05989 -4.11776 -0.13898 0.0026 -0.0054 -0.0064
H 3.62755 -2.71538 0.89633 0.0051 -0.0026 -0.0085
H 3.84380 -2.48199 -0.86253 -0.0095 -0.0050 -0.0073
```
Positions in Å, forces in eV/Å.

Its spin multiplicity is 3. The total charge is -2. The value obtained for the lowest unoccupied orbital energy (spin up / spin down) is 4.1 / 4.0 eV. The HOMO-LUMO gap (spin up / spin down) is 3.94 / 6.09 eV. For the energy above the lowest of the compared OMol25 structures with the same formula, charge and spin, the calculation gives 0.0788 eV. For the HOMO energy (spin up / spin down), the calculation gives 0.004 / -0.075 hartree.



Number 1: molar mass 139.270 g/mol. Number 2: molar mass 332.101 g/mol. Number 3: molar mass 849.620 g/mol.